# C3H4N2S3

The molecule C3H4N2S3 (wB97M-V/def2-TZVPD, the OMol25 dataset).

CARTESIAN COORDINATES (ANGSTROEM)
C (-2.74, -1.21, -0.08)
C (0.51, 0.30, -0.54)
C (-0.33, -1.20, 0.98)
N (-1.72, -0.55, -0.69)
N (-0.46, -0.48, -0.18)
S (-4.29, -1.39, -0.48)
S (-1.91, -1.93, 1.30)
S (0.92, -1.08, 2.20)
H (1.54, 0.16, 0.03)
H (0.61, 0.68, -1.54)
H (-1.89, -0.13, -1.59)
H (1.79, -1.59, 1.47)

Results
Highest occupied orbital energy (spin up / spin down)   -7.07 / -7.07 eV
Orbital gap (spin up / spin down)   0.26859 / 0.26867 Ha
F_max   4.01 eV/Å
Energy   -38657.8813 eV
LUMO energy (spin up / spin down)   0.2 / 0.2 eV

Löwdin atomic charge list, values in e, 6 entries: C -1.190; C -0.038; C -0.934; N -0.006; N -0.285; S 0.613